The following is a DFT calculation (ωB97M-V with the def2-TZVPD basis set) of one molecule with the formula C4H8N2O.

Geometry as XYZ:
```
15
Properties=species:S:1:pos:R:3:mulliken_charge:R:1
C 1.7505 0.5593 -0.0004 -1.1478
C 0.7216 1.4798 0.5699 -0.0325
C -0.5990 1.2795 0.5694 -0.4462
N -1.2720 0.0010 0.2328 0.2071
O -1.7616 0.5698 -0.8734 -0.7072
C -0.7662 -1.1993 0.1691 -0.1246
N -1.0273 -1.9721 -0.9154 -0.3577
H 1.3935 0.0460 -0.8944 0.3538
H 2.0498 -0.1979 0.7314 0.2417
H 2.6464 1.1185 -0.2679 0.3487
H 1.0791 2.3414 1.1173 0.3392
H -1.2995 1.9846 0.9873 0.4083
H -0.1732 -1.5659 0.9899 0.4173
H -1.5819 -1.4828 -1.6144 0.2719
H -1.1603 -2.9620 -0.8012 0.2279
```

Results
Energy ... -9301.591 eV
Relative energy (zero: lowest compared OMol25 entry of this formula, charge and spin) ... 463.33 kJ/mol
SMILES string ... C/C=C\[N+]([O-])=C\N
LUMO level (alpha / beta) ... 0.8 / 0.8 eV